C44H112N8O14 | ωB97M-V/def2-TZVPD

Atoms and positions in Å:
1 C 3.0139 2.3436 -1.0967
2 O 2.3401 3.0992 -2.1932
3 C 0.9604 2.6150 -2.4164
4 C 0.7082 1.0576 -2.5341
5 C 1.4833 0.5005 -3.6548
6 N -0.6793 0.7420 -2.7700
7 H 4.0212 2.7055 -0.8904
8 H 3.1538 1.2700 -1.2226
9 H 2.4175 2.5832 -0.2164
10 H 0.2641 3.0535 -1.7016
11 H 0.6935 3.1035 -3.3535
12 H 0.9928 0.5604 -1.6068
13 H 2.4976 0.8959 -3.6007
14 H 1.1704 0.8192 -4.6491
15 H 1.5703 -0.5829 -3.5726
16 H -0.8182 -0.2222 -2.5032
17 H -1.2240 1.2691 -2.1025
18 C 3.7728 3.7689 -10.0354
19 O 3.7787 5.0221 -9.3181
20 C 2.5565 5.2793 -8.5193
21 C 2.8501 6.5393 -7.7210
22 C 3.0722 7.8387 -8.5229
23 N 4.0348 6.2160 -6.8625
24 H 3.3606 2.9237 -9.4842
25 H 4.8008 3.4975 -10.2753
26 H 3.1465 4.0200 -10.8914
27 H 1.6471 5.2836 -9.1202
28 H 2.5020 4.4898 -7.7697
29 H 2.0566 6.7304 -6.9986
30 H 3.4819 8.6383 -7.9057
31 H 2.2636 8.2365 -9.1362
32 H 3.8242 7.5657 -9.2632
33 H 4.5174 5.5673 -7.4678
34 H 3.6565 5.6397 -6.1244
35 C -9.9791 -1.4488 -5.0527
36 O -11.2765 -1.3938 -5.2066
37 C -11.8698 -0.1273 -5.5591
38 C -13.1490 -0.4130 -6.4188
39 N -14.1595 -1.2063 -5.7001
40 C -15.3377 -1.3837 -6.5607
41 C -15.9569 -2.7246 -6.1765
42 O -15.0349 -3.8344 -6.3089
43 C -15.6854 -5.1099 -6.2936
44 H -9.8333 -2.5287 -5.0807
45 H -9.5970 -1.0981 -4.0940
46 H -9.2906 -1.1814 -5.8542
47 H -11.2000 0.5329 -6.1101
48 H -12.2076 0.3413 -4.6347
49 H -12.9193 -1.0506 -7.2724
50 H -13.3895 0.6137 -6.6947
51 H -13.7173 -2.1115 -5.6280
52 H -15.1204 -1.3669 -7.6287
53 H -16.1015 -0.6472 -6.3111
54 H -16.8168 -2.9223 -6.8164
55 H -16.4525 -2.6299 -5.2104
56 H -16.6020 -5.2714 -6.8610
57 H -16.0105 -5.2796 -5.2672
58 H -14.9182 -5.8811 -6.3623
59 C 12.3614 -7.0516 -5.3730
60 O 12.6558 -7.1709 -3.9986
61 C 11.5712 -6.6660 -3.2155
62 C 11.7060 -5.1839 -2.8517
63 N 10.9815 -4.2491 -3.8322
64 C 9.5122 -4.3210 -3.8432
65 C 8.9983 -3.3111 -4.9486
66 O 9.1685 -2.0128 -4.3601
67 C 8.9686 -0.9369 -5.2809
68 H 12.0102 -6.0397 -5.5750
69 H 11.5878 -7.7721 -5.6384
70 H 13.2585 -7.2670 -5.9535
71 H 11.4120 -7.3151 -2.3543
72 H 10.5842 -6.8195 -3.6519
73 H 12.7500 -4.8711 -2.8669
74 H 11.2784 -5.0236 -1.8620
75 H 11.3433 -3.3233 -3.6532
76 H 9.0823 -4.1305 -2.8598
77 H 9.1640 -5.2786 -4.2302
78 H 7.9945 -3.5726 -5.2832
79 H 9.6972 -3.4257 -5.7771
80 H 8.9872 -0.0619 -4.6311
81 H 8.0026 -0.9665 -5.7849
82 H 9.6649 -0.9369 -6.1194
83 C 5.9487 -1.6719 4.6795
84 O 4.9527 -2.4941 5.3008
85 C 4.4247 -2.0267 6.5097
86 C 3.8187 -3.1646 7.3597
87 N 2.5870 -3.7992 6.9339
88 C 2.1839 -4.8999 7.7397
89 C 0.8797 -5.6415 7.2182
90 O 0.8297 -5.7184 5.7539
91 C -0.3728 -6.1690 5.2627
92 H 5.6328 -0.6666 4.4009
93 H 6.3981 -2.2410 3.8657
94 H 6.8292 -1.7260 5.3199
95 H 3.5301 -1.4156 6.3901
96 H 5.1162 -1.3940 7.0661
97 H 3.5258 -2.6244 8.2600
98 H 4.6213 -3.8932 7.4741
99 H 2.9544 -4.0489 6.0269
100 H 2.1811 -4.5653 8.7771
101 H 2.9136 -5.7003 7.6172
102 H 0.1689 -4.8528 7.4645
103 H 0.6292 -6.5940 7.6853
104 H -0.1948 -6.2690 4.1920
105 H -1.2732 -5.5708 5.4026
106 H -0.6324 -7.1814 5.5720
107 C -1.9438 2.7425 5.2376
108 O -2.3203 1.4966 4.5523
109 C -1.3551 0.6838 3.8738
110 C -2.0044 -0.6161 3.3227
111 N -2.9124 -0.3165 2.2460
112 C -3.9485 -1.3464 2.1226
113 C -3.2166 -2.6510 1.6194
114 O -3.0205 -2.4638 0.2332
115 C -2.4996 -3.6496 -0.3640
116 H -1.2437 2.4388 6.0159
117 H -2.7355 3.3519 5.6735
118 H -1.4632 3.3512 4.4717
119 H -0.5775 0.3233 4.5472
120 H -0.9967 1.3656 3.1027
121 H -2.4070 -1.3376 4.0336
122 H -1.2269 -1.2688 2.9258
123 H -3.4317 0.5419 2.3625
124 H -4.7293 -1.0744 1.4124
125 H -4.4755 -1.5189 3.0610
126 H -3.9241 -3.4659 1.7724
127 H -2.3069 -2.9012 2.1654
128 H -3.0355 -3.9991 -1.2465
129 H -2.1769 -4.4850 0.2573
130 H -1.5256 -3.3331 -0.7372
131 C -7.7284 3.7957 2.0182
132 O -8.7081 2.7498 1.7030
133 C -9.8587 2.8488 2.5476
134 C -10.9789 2.2833 1.7253
135 N -11.9728 1.7696 2.6723
136 C -12.6717 2.9073 3.3132
137 C -13.6530 2.3836 4.3162
138 O -13.9069 3.5240 5.0864
139 C -15.0473 3.2081 5.8936
140 H -6.9207 3.7657 1.2869
141 H -7.3006 3.8349 3.0199
142 H -8.1407 4.8013 1.9350
143 H -10.1043 3.8983 2.7098
144 H -9.7579 2.4589 3.5605
145 H -10.7116 1.4590 1.0641
146 H -11.5561 2.9851 1.1234
147 H -12.4865 1.0499 2.1842
148 H -13.1213 3.6109 2.6126
149 H -11.9632 3.5604 3.8227
150 H -13.1676 1.6281 4.9341
151 H -14.4648 1.8900 3.7818
152 H -15.9694 3.0165 5.3449
153 H -15.1571 4.1082 6.4984
154 H -14.8645 2.4214 6.6256
155 C 7.6650 4.1891 6.0143
156 O 9.0144 3.8549 5.6251
157 C 9.6351 4.7621 4.7822
158 C 10.9043 4.0502 4.2392
159 N 11.8744 3.7827 5.2092
160 C 12.9159 2.8891 4.8219
161 C 13.6296 2.2813 6.0682
162 O 12.6985 1.2995 6.5265
163 C 12.6636 0.8768 7.9587
164 H 7.6499 5.1004 6.6121
165 H 7.4654 3.2931 6.6020
166 H 7.0323 4.1914 5.1267
167 H 9.8708 5.7326 5.2189
168 H 9.1405 4.9328 3.8260
169 H 11.2006 4.7466 3.4548
170 H 10.7847 3.1287 3.6694
171 H 11.4332 3.4967 6.0716
172 H 13.6745 3.4208 4.2475
173 H 12.4725 2.0333 4.3127
174 H 13.8493 3.0497 6.8093
175 H 14.5353 1.7173 5.8454
176 H 13.4747 0.2466 8.3234
177 H 11.7284 0.3241 8.0484
178 H 12.7208 1.8621 8.4213

As for the orbital gap: 8.73 eV. The SMILES is COC[C@H](C)N.COC[C@H](C)N.COCCNCCOC.COCCNCCOC.COCCNCCOC.COCCNCCOC.COCCNCCOC.COCCNCCOC. The HOMO energy comes out at -8.3 eV. Its electronic energy is -88013.195 eV. The value obtained for the energy relative to the best compared isomer or geometry (same formula, charge and spin) is 196.8 kcal per mole.

Results of the Löwdin charge analysis, in e, for atoms 1 through 99: C -0.079; O -0.202; C -0.152; C -0.482; C -0.088; N 0.034; H 0.077; H 0.073; H 0.082; H 0.109; H 0.120; H 0.124; H 0.072; H 0.088; H 0.082; H 0.074; H 0.068; C -0.087; O -0.238; C -0.166; C -0.416; C -0.062; N 0.037; H 0.080; H 0.085; H 0.085; H 0.123; H 0.114; H 0.128; H 0.072; H 0.070; H 0.066; H 0.048; H 0.060; C -0.215; O -0.177; C -0.161; C -0.201; N -0.052; C -0.211; C -0.220; O -0.192; C -0.109; H 0.093; H 0.091; H 0.090; H 0.117; H 0.119; H 0.116; H 0.115; H 0.090; H 0.113; H 0.116; H 0.110; H 0.120; H 0.085; H 0.077; H 0.088; C -0.116; O -0.183; C -0.230; C -0.154; N -0.074; C -0.196; C -0.202; O -0.206; C -0.107; H 0.076; H 0.084; H 0.087; H 0.117; H 0.099; H 0.117; H 0.102; H 0.096; H 0.112; H 0.101; H 0.114; H 0.113; H 0.089; H 0.078; H 0.083; C -0.091; O -0.189; C -0.239; C -0.228; N -0.077; C -0.213; C -0.150; O -0.194; C -0.166; H 0.090; H 0.084; H 0.083; H 0.115; H 0.119; H 0.117; H 0.120; H 0.110